Record 1
2 unconnected molecules or ions with the total composition C3H10NO. Source: the OMol25 dataset; level of theory: ωB97M-V/def2-TZVPD.

Output
largest force on an atom	4.764	eV Å⁻¹
total charge	+1
ΔE to the lowest compared entry with this formula, charge and spin	182.0	kcal/mol
HOMO level	-15.440	eV
multiplicity	1
energy	-249.763817	Ha
E_LUMO	-10.371	eV

Last column: Mulliken charge in e.
Cartesian coordinates (Å):
O1 -0.037064 -1.054636 -0.269355  -0.32
C1 1.234063 -0.908786 -1.044296  -0.29
C2 1.939847 0.321390 -0.465791  -0.38
N1 0.724378 1.150276 0.002048  -0.16
C3 -2.606141 0.036785 0.961527  -1.04
H1 -0.031072 -0.147801 0.130621  0.40
H2 1.770613 -1.820892 -0.791063  0.35
H3 1.039692 -0.634820 -2.072783  0.30
H4 2.584137 0.741503 -1.290733  0.39
H5 2.643288 0.048586 0.411637  0.36
H6 1.115140 1.915532 0.563125  0.30
H7 -1.891099 0.001856 1.731731  0.26
H8 -2.429723 -0.491617 -0.000970  0.21
H9 -2.492722 1.170893 0.764054  0.29
H10 -3.563339 -0.328273 1.370241  0.30

Cartesian forces (eV/Å) of the 3 atoms listed first:
O 2.597 0.597 -1.504
C -1.119 -0.380 3.001
C -2.664 0.257 -0.126

=====

Record 2
2 unconnected molecules or ions with the total composition C3H10NO2. Source: the OMol25 dataset; level of theory: ωB97M-V/def2-TZVPD.

Output
largest force on an atom	0.614	eV Å⁻¹
total charge	-1
ΔE to the lowest compared entry with this formula, charge and spin	0.4	kcal/mol
HOMO level	-3.340	eV
multiplicity	1
energy	-325.553989	Ha
E_LUMO	4.434	eV

Last column: Mulliken charge in e.
Cartesian coordinates (Å):
C1 0.867337 -0.872337 -0.127373  -0.63
O1 -0.375150 -1.221829 -0.518640  -0.95
C2 0.850683 0.216667 0.998254  0.53
C3 0.598158 1.606872 0.426832  -1.39
N1 -0.217082 -0.110566 1.980036  -0.90
H1 1.516579 -0.446486 -0.927426  0.20
H2 1.452284 -1.728778 0.306803  0.36
H3 1.800208 0.201317 1.532149  0.34
H4 -0.126518 1.534729 -0.389547  0.17
H5 0.179991 2.258592 1.185061  0.43
H6 1.507897 2.025541 0.004187  0.32
H7 -0.919429 -0.554406 1.364558  0.34
H8 0.124349 -0.920665 2.494826  0.25
H9 -1.039700 -0.433725 -1.759943  0.43
H10 -2.093171 0.674306 -1.887948  0.26
O2 -1.382162 0.275932 -2.396750  -0.74

Cartesian forces (eV/Å) of the 3 atoms listed first:
C 0.329 0.262 0.447
O -0.300 -0.147 -0.203
C -0.469 -0.145 0.097

=====

Record 3
2 unconnected molecules or ions with the total composition C3H10NO2. Source: the OMol25 dataset; level of theory: ωB97M-V/def2-TZVPD.

Output
largest force on an atom	1.716	eV Å⁻¹
total charge	-1
ΔE to the lowest compared entry with this formula, charge and spin	16.6	kcal/mol
HOMO level	-3.439	eV
multiplicity	1
energy	-325.528191	Ha
E_LUMO	4.153	eV

Last column: Mulliken charge in e.
Cartesian coordinates (Å):
C1 1.012884 0.576855 0.755633  -0.22
N1 0.823513 -0.329398 -0.385847  -0.49
C2 0.482064 -1.742668 -0.183253  -0.23
O1 -0.837930 -2.080632 -0.484113  -0.81
C3 0.280016 1.915223 0.526230  -1.02
H1 2.082739 0.706241 0.895062  0.28
H2 0.579405 0.173890 1.686926  0.26
H3 0.024841 0.030282 -0.895642  0.19
H4 1.130202 -2.372087 -0.829912  0.16
H5 0.666841 -2.055185 0.867546  0.26
H6 0.938232 2.764198 0.324545  0.26
H7 -0.333760 1.881313 -0.378009  0.36
H8 -0.373311 2.144460 1.362074  0.25
H9 -2.743445 -0.241639 -0.678119  0.27
H10 -1.517601 -1.082068 -1.081213  0.31
O2 -2.214687 -0.288778 -1.501910  -0.83

Cartesian forces (eV/Å) of the 3 atoms listed first:
C -0.770 -0.447 -0.199
N -0.265 0.535 -0.093
C -1.052 -1.355 0.035

=====

What did the first record say?
2 unconnected molecules or ions with the total composition C3H10NO. Source: the OMol25 dataset; level of theory: ωB97M-V/def2-TZVPD.

Output
largest force on an atom	4.764	eV Å⁻¹
total charge	+1
ΔE to the lowest compared entry with this formula, charge and spin	182.0	kcal/mol
HOMO level	-15.440	eV
multiplicity	1
energy	-249.763817	Ha
E_LUMO	-10.371	eV

Last column: Mulliken charge in e.
Cartesian coordinates (Å):
O1 -0.037064 -1.054636 -0.269355  -0.32
C1 1.234063 -0.908786 -1.044296  -0.29
C2 1.939847 0.321390 -0.465791  -0.38
N1 0.724378 1.150276 0.002048  -0.16
C3 -2.606141 0.036785 0.961527  -1.04
H1 -0.031072 -0.147801 0.130621  0.40
H2 1.770613 -1.820892 -0.791063  0.35
H3 1.039692 -0.634820 -2.072783  0.30
H4 2.584137 0.741503 -1.290733  0.39
H5 2.643288 0.048586 0.411637  0.36
H6 1.115140 1.915532 0.563125  0.30
H7 -1.891099 0.001856 1.731731  0.26
H8 -2.429723 -0.491617 -0.000970  0.21
H9 -2.492722 1.170893 0.764054  0.29
H10 -3.563339 -0.328273 1.370241  0.30

Cartesian forces (eV/Å) of the 3 atoms listed first:
O 2.597 0.597 -1.504
C -1.119 -0.380 3.001
C -2.664 0.257 -0.126

=====

Q: The lowest E_LUMO belongs to which entry?
A: C3H10NO